Below is one molecule with the formula C4H7N3O, with properties calculated with ωB97M-V with the def2-TZVPD basis set.

Geometry as XYZ:
```
15
Properties=species:S:1:pos:R:3:nbo_charge:R:1
H -1.953 -0.278 -1.249 0.224
N -0.313 2.008 2.371 -0.775
N 0.613 0.496 0.645 -0.638
H 0.161 -2.361 -1.299 0.187
H 1.745 -2.032 -0.405 0.213
C 0.085 0.141 -0.620 0.381
H 1.477 -2.025 -2.434 0.215
H 1.378 1.238 0.589 0.391
H 0.707 2.215 2.595 0.351
N -1.635 0.634 0.743 -0.605
O 0.885 -0.304 -1.562 -0.517
C 1.137 -1.824 -1.394 -0.277
C -1.272 0.152 -0.505 -0.146
C -0.470 1.135 1.400 0.573
H -2.545 0.807 1.125 0.423
```

Results
**LUMO**: 0.031 Ha
**HOMO-LUMO gap**: 8.29 eV
**Net charge**: 0
**Calculated total energy**: -10777.271 eV
**ΔE to the lowest compared entry with this formula, charge and spin**: 57.10 kcal per mole
**E_HOMO**: -0.2742 Ha